DFT (ωB97M-V/def2-TZVPD) results for C47H92N3O10Rb2 as an isolated structure at a distorted geometry.

- Charge: -1
- 2S+1: 1
- Orbital gap: 2.2 eV
- E_HOMO: -1.913 eV

Geometry (Å):
Rb 32.93 29.32 8.25
Rb 31.08 26.98 12.34
C 31.00 28.51 3.57
C 31.41 28.98 4.98
C 30.10 29.19 5.79
C 29.40 27.89 6.25
C 30.40 26.97 6.92
C 31.69 26.68 6.22
N 32.25 27.98 5.74
O 33.70 27.85 5.35
C 31.49 25.64 4.99
C 32.57 25.82 7.23
C 32.25 30.35 4.89
H 31.82 28.25 2.90
H 30.49 29.36 3.12
H 30.38 27.62 3.56
H 29.38 29.76 5.20
H 30.27 29.77 6.69
H 29.15 27.30 5.36
H 28.51 28.08 6.85
H 29.82 26.05 7.00
H 30.52 27.05 8.00
H 30.59 25.75 4.37
H 31.31 24.67 5.45
H 32.34 25.47 4.34
H 33.20 26.48 7.83
H 33.24 25.11 6.73
H 31.86 25.18 7.75
H 33.21 30.07 4.45
H 32.37 30.69 5.91
H 31.83 31.20 4.35
C 21.36 29.57 11.79
C 22.44 29.80 10.63
C 23.74 29.69 11.42
C 25.10 29.30 10.76
C 24.76 28.11 9.74
C 23.60 28.47 8.77
N 22.45 28.66 9.66
O 21.10 28.55 8.94
C 23.38 27.19 7.90
C 23.90 29.70 7.82
C 22.10 31.19 10.00
H 21.24 30.56 12.22
H 21.50 28.77 12.52
H 20.36 29.30 11.43
H 23.68 29.23 12.40
H 24.05 30.70 11.69
H 25.83 28.95 11.49
H 25.54 30.22 10.38
H 24.57 27.13 10.20
H 25.70 28.13 9.18
H 23.11 26.41 8.61
H 24.26 26.84 7.36
H 22.52 27.32 7.24
H 24.76 29.47 7.19
H 24.22 30.58 8.37
H 23.05 30.14 7.30
H 21.93 31.93 10.79
H 21.16 31.21 9.45
H 22.91 31.77 9.55
C 28.76 29.57 12.22
C 29.43 30.36 11.04
C 28.79 31.81 11.05
C 29.06 32.63 12.30
C 30.60 32.85 12.44
C 31.45 31.47 12.26
N 30.91 30.54 11.17
O 31.69 29.34 10.94
C 31.48 30.95 13.68
C 32.86 31.93 11.86
C 29.08 29.76 9.61
H 29.11 30.05 13.14
H 29.03 28.51 12.27
H 27.70 29.55 12.00
H 27.74 31.85 10.77
H 29.24 32.32 10.20
H 28.59 32.05 13.09
H 28.67 33.63 12.11
H 30.71 33.24 13.45
H 31.10 33.68 11.95
H 32.06 31.57 14.37
H 31.86 29.93 13.76
H 30.58 30.90 14.29
H 33.58 31.11 11.81
H 33.36 32.71 12.43
H 32.92 32.31 10.85
H 29.10 28.67 9.69
H 29.83 29.86 8.83
H 28.09 30.09 9.30
C 34.73 36.93 14.05
C 35.59 37.61 15.11
C 36.21 36.34 15.77
O 35.21 35.37 15.71
C 34.11 35.79 14.83
H 35.17 36.49 13.15
H 34.06 37.70 13.67
H 34.94 38.19 15.76
H 36.16 38.36 14.55
H 36.50 36.82 16.70
H 37.03 35.92 15.18
H 33.20 36.02 15.39
H 33.82 34.98 14.17
C 31.00 33.44 7.19
C 31.89 34.38 6.47
C 33.17 33.62 6.50
O 33.15 32.75 7.61
C 31.96 32.97 8.32
H 30.74 32.56 6.61
H 30.13 33.83 7.72
H 32.00 35.38 6.89
H 31.40 34.50 5.51
H 34.00 34.30 6.68
H 33.31 32.97 5.63
H 32.22 33.67 9.11
H 31.60 32.04 8.77
C 28.92 36.33 9.17
C 28.26 37.70 8.85
C 27.22 37.47 7.76
O 26.82 36.09 8.04
C 27.69 35.55 9.07
H 29.48 36.30 10.11
H 29.52 35.95 8.35
H 28.95 38.45 8.47
H 27.61 38.18 9.59
H 27.73 37.65 6.82
H 26.39 38.17 7.87
H 27.91 34.53 8.76
H 27.31 35.42 10.08
C 37.34 33.97 12.34
C 38.13 32.91 13.10
C 37.41 31.55 12.88
O 36.08 31.98 12.43
C 35.86 33.43 12.66
H 37.46 34.07 11.26
H 37.25 34.98 12.72
H 38.26 33.14 14.15
H 39.14 32.85 12.70
H 37.42 30.98 13.81
H 37.94 31.08 12.05
H 35.45 33.66 13.64
H 35.22 33.95 11.95
C 26.56 38.42 12.86
C 27.97 38.23 13.51
C 28.31 36.77 13.86
O 29.77 36.78 13.72
C 30.20 37.87 13.03
O 31.31 38.09 12.58
O 29.14 38.70 12.89
H 26.39 37.93 11.90
H 26.29 39.47 12.81
H 25.78 37.96 13.46
H 27.85 38.76 14.45
H 27.93 36.05 13.13
H 28.17 36.47 14.90

---

DFT (ωB97M-V/def2-TZVPD) results for C19H30F3IrN5 as an isolated structure.

- Charge: +3
- Relative energy (zero: lowest compared OMol25 entry of this formula, charge and spin): 1.8 kcal/mol
- 2S+1: 1
- Orbital gap (alpha / beta): 6.0 / 6.0 eV
- E_HOMO (alpha / beta): -16.503 / -16.504 eV

Geometry (Å):
Ir -0.21 -0.05 0.01
C 2.31 0.19 1.41
C 2.76 -0.49 0.14
N 1.56 -0.96 -0.62
C 1.66 -0.68 -2.07
C 1.52 0.81 -2.31
N 0.36 1.34 -1.52
C 0.62 2.61 -0.78
C 1.59 2.38 0.36
N 1.20 1.14 1.12
H 3.14 0.71 1.90
H 1.92 -0.56 2.10
H 3.41 -1.33 0.38
H 3.34 0.18 -0.50
H 1.42 -1.95 -0.48
H 0.86 -1.23 -2.56
H 2.61 -1.04 -2.48
H 1.35 0.96 -3.38
H 2.41 1.39 -2.05
H -0.40 1.53 -2.16
H -0.34 2.95 -0.39
H 1.00 3.40 -1.43
H 1.57 3.26 1.00
H 2.62 2.27 0.03
H 0.85 1.43 2.03
N -4.91 1.21 1.03
C -4.21 1.99 -0.04
C -2.92 1.28 -0.44
N -2.00 1.04 0.70
C -2.73 0.31 1.78
C -4.01 1.02 2.21
H -5.19 0.29 0.66
H -5.77 1.69 1.31
H -4.01 2.98 0.36
H -4.87 2.09 -0.90
H -2.42 1.89 -1.20
H -3.13 0.30 -0.89
H -1.68 1.93 1.08
H -2.09 0.20 2.64
H -2.96 -0.68 1.40
H -3.81 2.02 2.62
H -4.53 0.44 2.97
F -5.88 -7.50 0.49
C -4.59 -7.73 0.21
F -4.52 -8.38 -0.95
F -4.10 -8.51 1.17
C -3.83 -6.41 0.17
C -3.17 -6.01 -0.98
C -2.52 -4.79 -1.01
C -2.54 -3.97 0.13
C -3.20 -4.39 1.29
C -3.84 -5.62 1.31
C -1.87 -2.73 0.10
C -1.28 -1.64 0.09
H -3.17 -6.66 -1.85
H -2.00 -4.47 -1.90
H -3.20 -3.77 2.17
H -4.34 -5.96 2.20